{
  "formula": "C36H88F5N6O14S3V",
  "method": "the ωB97M-V functional and the def2-TZVPD basis",
  "elements": ["O", "V", "O", "C", "F", "F", "F", "S", "O", "O", "O", "C", "C", "N", "C", "C", "C", "C", "C", "O", "C", "H", "H", "H", "H", "H", "H", "H", "H", "H", "H", "H", "H", "H", "H", "H", "H", "H", "H", "H", "H", "C", "C", "N", "C", "C", "C", "C", "C", "O", "C", "H", "H", "H", "H", "H", "H", "H", "H", "H", "H", "H", "H", "H", "H", "H", "H", "H", "H", "H", "H", "C", "C", "N", "C", "C", "C", "C", "C", "O", "C", "H", "H", "H", "H", "H", "H", "H", "H", "H", "H", "H", "H", "H", "H", "H", "H", "H", "H", "H", "H", "C", "C", "N", "C", "C", "C", "C", "C", "O", "C", "H", "H", "H", "H", "H", "H", "H", "H", "H", "H", "H", "H", "H", "H", "H", "H", "H", "H", "H", "H", "C", "C", "O", "N", "H", "H", "C", "H", "H", "H", "H", "H", "H", "N", "S", "O", "O", "F", "S", "O", "O", "F"],
  "coordinates": [[-14.16135, 26.82856, 5.83811], [-15.63009, 27.20126, 6.31985], [-16.30997, 25.90988, 6.86400], [-17.69246, 22.91170, 6.89803], [-17.01082, 23.36953, 7.95838], [-18.52686, 21.90794, 7.17728], [-18.42252, 23.90340, 6.47995], [-16.35298, 22.47897, 5.54013], [-15.50407, 23.61468, 5.35355], [-15.57415, 21.39833, 6.16376], [-17.09448, 22.09770, 4.37390], [-16.03854, 18.60229, 2.99973], [-15.49116, 18.19404, 4.36100], [-16.42385, 17.32240, 5.24463], [-17.85055, 18.01031, 5.21380], [-16.45077, 15.87149, 4.68927], [-17.29398, 14.77988, 5.47081], [-16.02228, 17.34223, 6.78015], [-14.77150, 16.59909, 7.13159], [-13.66369, 17.21579, 6.44580], [-12.42857, 16.54879, 6.56398], [-16.37929, 17.67505, 2.53910], [-15.22968, 19.04129, 2.41566], [-16.72120, 19.45184, 3.01829], [-15.22619, 19.04672, 4.98617], [-14.58524, 17.60577, 4.21483], [-17.76931, 18.97417, 5.71626], [-18.45089, 17.43230, 5.91636], [-18.34491, 18.12888, 4.24962], [-15.40431, 15.57695, 4.60999], [-16.75054, 15.89801, 3.64163], [-18.32188, 15.10447, 5.30905], [-16.93007, 14.72649, 6.49688], [-17.13176, 13.87817, 4.88031], [-16.86674, 16.90689, 7.31442], [-15.94653, 18.42547, 6.87493], [-14.90648, 15.53114, 6.96025], [-14.62011, 16.72529, 8.20362], [-12.03365, 16.55652, 7.57990], [-11.65411, 17.06140, 5.99342], [-12.50433, 15.50979, 6.24331], [-18.20136, 28.24550, 12.29523], [-17.57665, 26.82262, 11.88311], [-18.25412, 25.90823, 10.83813], [-18.04902, 26.41480, 9.41301], [-17.69753, 24.43009, 10.97002], [-16.09549, 24.36022, 10.92508], [-19.75865, 25.86693, 11.19148], [-20.66841, 25.03056, 10.30653], [-20.40047, 23.64988, 10.46748], [-21.22499, 22.80522, 9.74192], [-17.61472, 28.81724, 13.01430], [-19.15812, 28.18257, 12.81365], [-18.29891, 28.90063, 11.42956], [-17.68149, 26.18630, 12.76186], [-16.56463, 26.99185, 11.51531], [-18.39623, 27.44762, 9.38435], [-18.49029, 25.75708, 8.66414], [-16.96502, 26.32889, 9.33781], [-18.06252, 23.87322, 10.10702], [-18.03039, 23.99141, 11.91069], [-15.70952, 24.98839, 11.72791], [-15.63746, 24.78059, 10.02976], [-15.76482, 23.32178, 10.90512], [-20.08484, 26.89344, 11.02418], [-19.82201, 25.52168, 12.22341], [-20.71136, 25.42276, 9.29043], [-21.70470, 25.16135, 10.61810], [-21.21738, 23.12091, 8.69865], [-22.30114, 22.92752, 9.86451], [-20.80643, 21.80093, 9.80764], [-13.27467, 22.93772, 8.37748], [-12.60566, 23.75419, 7.25026], [-11.55128, 22.96769, 6.44763], [-12.11867, 21.61859, 5.78443], [-10.97327, 23.85883, 5.29877], [-12.00379, 24.17284, 4.14766], [-10.40544, 22.58538, 7.48223], [-9.05497, 22.04954, 6.91650], [-8.41663, 23.18667, 6.34300], [-7.03792, 23.08342, 6.05553], [-13.54258, 21.91256, 8.12183], [-14.24714, 23.37681, 8.60017], [-12.71908, 22.85593, 9.31168], [-12.10747, 24.62483, 7.67676], [-13.41015, 24.11929, 6.61183], [-12.24154, 20.89513, 6.59041], [-11.39843, 21.32714, 5.01996], [-13.13030, 21.78691, 5.41513], [-10.20293, 23.23044, 4.85177], [-10.63377, 24.82008, 5.68456], [-11.63352, 24.99449, 3.53456], [-13.06345, 24.33402, 4.34578], [-12.14356, 23.25974, 3.56902], [-10.83217, 21.87084, 8.18610], [-10.04341, 23.43001, 8.06842], [-8.99918, 21.37264, 6.06398], [-8.59128, 21.60041, 7.79477], [-6.46589, 23.52554, 6.87127], [-6.80150, 23.68079, 5.17498], [-6.75507, 22.03649, 5.94584], [-21.51209, 24.72746, 1.78193], [-22.13504, 23.34406, 2.16702], [-21.42644, 22.72304, 3.46976], [-21.42708, 23.67355, 4.68070], [-22.26856, 21.47123, 3.85050], [-23.70265, 21.67030, 4.44218], [-19.94455, 22.23264, 3.33942], [-19.61245, 21.46431, 2.07604], [-20.24985, 20.14983, 2.11273], [-20.31361, 19.53736, 0.86323], [-22.33996, 25.24319, 1.29535], [-20.74704, 24.60078, 1.01594], [-20.97762, 25.19219, 2.61046], [-22.09959, 22.61440, 1.35805], [-23.20297, 23.39185, 2.37995], [-22.31296, 24.30774, 4.64753], [-20.57870, 24.35699, 4.71624], [-21.39287, 23.10209, 5.60826], [-21.61664, 20.96343, 4.56132], [-22.41921, 20.90773, 2.92972], [-23.77553, 22.32476, 5.31080], [-24.25089, 20.75555, 4.66749], [-24.41666, 22.01688, 3.69508], [-19.66365, 21.77845, 4.28963], [-19.31788, 23.11939, 3.24422], [-18.54035, 21.34010, 1.92350], [-20.03554, 22.08391, 1.28535], [-20.75849, 20.23622, 0.15487], [-21.01790, 18.71157, 0.96394], [-19.34614, 19.30647, 0.41737], [-16.72260, 24.32062, 2.08198], [-17.38285, 24.78425, 0.79098], [-18.51832, 25.30485, 0.73273], [-16.50779, 24.74614, -0.47277], [-15.78551, 24.06313, -0.29411], [-17.01718, 24.39489, -1.27104], [-15.79011, 26.10504, -0.70033], [-17.35997, 24.43967, 2.95814], [-15.85523, 24.98048, 2.10170], [-16.53486, 23.24921, 2.01174], [-15.22953, 25.99982, -1.62920], [-15.14550, 26.42238, 0.11935], [-16.53340, 26.89110, -0.83350], [-16.37858, 19.52871, 10.74177], [-17.19448, 20.29305, 9.80187], [-18.21685, 21.19096, 10.36601], [-17.60178, 19.58803, 8.55811], [-15.98571, 21.28679, 9.41153], [-17.33977, 18.20174, 11.02291], [-17.25317, 17.10888, 10.08380], [-18.56776, 18.43282, 11.76838], [-16.43414, 17.47581, 12.12778]],
  "e_lumo_ha": -0.50066,
  "charge": 4,
  "homo_energy_ev": -15.493,
  "spin_multiplicity": 1,
  "homo_lumo_gap_ev": 1.9
}